Below is a structure of composition C20H22Cl3CrN4O5 in a non-equilibrium geometry, with properties calculated with wB97M-V/def2-TZVPD.

```
55
Properties=species:S:1:pos:R:3:mulliken_charge:R:1
Cr 0.15 0.95 -0.03 -0.59
O 2.14 -1.39 3.18 -0.72
C 1.74 -2.60 2.76 0.28
C 2.04 -3.70 3.55 -0.65
C 1.65 -4.98 3.17 -0.33
C 0.97 -5.17 1.98 -0.73
C 0.65 -4.09 1.19 -0.42
C 1.00 -2.79 1.57 0.34
C 0.60 -1.64 0.76 0.99
O 0.80 -0.44 1.22 -0.40
N 0.08 -1.82 -0.43 -1.34
N -0.15 -0.67 -1.06 1.62
C -0.35 -0.72 -2.37 -0.60
C -0.57 0.39 -3.21 1.01
C -0.80 0.18 -4.59 -0.93
C -1.03 1.22 -5.47 -0.61
C -1.05 2.53 -5.00 -0.39
C -0.82 2.78 -3.66 -0.64
C -0.56 1.75 -2.73 0.52
O -0.33 2.07 -1.50 -0.18
H 1.88 -0.73 2.47 0.35
H 2.60 -3.54 4.46 0.42
H 1.89 -5.82 3.81 0.36
H 0.69 -6.17 1.68 0.37
H 0.10 -4.22 0.27 0.46
H -0.32 -1.70 -2.82 0.20
H -0.77 -0.84 -4.95 0.32
H -1.19 1.02 -6.52 0.35
H -1.24 3.35 -5.68 0.36
H -0.84 3.79 -3.28 0.38
Cl 5.33 -0.77 -0.15 -0.21
C 4.10 0.10 -0.93 0.30
Cl 5.13 2.38 -1.25 -0.69
Cl 3.71 -0.45 -2.51 -0.21
C 3.03 0.65 -0.12 0.70
O 3.20 0.83 1.10 -0.89
O 1.96 0.97 -0.75 -0.58
C -2.80 0.16 2.41 -1.67
C -2.56 1.24 1.33 1.53
C -3.65 1.12 0.23 -1.62
C -2.62 2.64 1.98 -1.64
N -1.32 1.06 0.73 -0.38
H -3.76 0.30 2.92 0.45
H -1.99 0.20 3.14 0.35
H -2.77 -0.83 1.95 0.32
H -4.64 1.29 0.64 0.44
H -3.60 0.12 -0.20 0.38
H -3.43 1.84 -0.55 0.27
H -3.60 2.84 2.42 0.43
H -2.40 3.38 1.23 0.33
H -1.86 2.70 2.75 0.33
N 1.19 2.66 1.13 -0.46
H 1.53 3.28 0.40 0.25
H 1.99 2.07 1.40 0.26
H 0.87 3.21 1.91 0.22
```

strongest force on any atom: 0.0568 hartree/bohr
HOMO energy (spin up / spin down): -0.0213 / -0.0808 Eh
LUMO level (spin up / spin down): 4.56 / 4.55 eV
frontier orbital gap (spin up / spin down): 5.14 / 6.75 eV
⟨S²⟩: 4.110
net charge: -2
spin multiplicity: 4